[1]
75
Properties=species:S:1:pos:R:3:forces:R:3 method="wB97M-V/def2-TZVPD" homo_energy_ev=-13.247 largest_force_ev_per_a=0.37 total_charge=+2 homo_lumo_gap_ev=7.83
Zr 0.8887 -0.6275 -0.1230 0.2878 -0.0232 0.2251
C -2.5734 3.5704 0.1974 -0.0200 0.0524 0.0534
C -1.3960 2.9208 0.8549 0.0316 -0.0569 -0.0748
N -1.3368 2.5115 2.0629 -0.0870 0.0323 -0.0031
O -2.4638 2.6444 2.8368 0.0325 -0.0051 0.0037
C -0.1492 2.6730 0.0878 0.0618 0.0481 0.1086
C 0.4899 3.7194 -0.7587 -0.0298 -0.0437 0.0252
N 0.3511 1.5080 0.2355 -0.0786 0.0271 -0.0995
O 1.5452 1.2459 -0.4064 0.0802 0.0850 -0.1689
H -2.8712 4.4803 0.7256 -0.0186 -0.0042 -0.0143
H -3.4227 2.8815 0.1731 0.0000 -0.0106 0.0058
H -2.3527 3.8360 -0.8329 0.0193 -0.0151 -0.0042
H -3.1718 3.0859 2.3393 -0.0053 0.0024 -0.0013
H -0.1386 4.6017 -0.8447 -0.0004 -0.0055 -0.0040
H 0.7048 3.3120 -1.7491 0.0040 0.0236 -0.0312
H 1.4449 4.0139 -0.3184 -0.0030 -0.0207 0.0044
O 3.7059 2.5142 -4.7320 0.0036 -0.0272 0.0119
C 2.6785 1.9289 -4.1115 -0.0133 0.0298 -0.0225
O 1.5668 2.3767 -4.1841 -0.0097 -0.0074 0.0173
C 2.9509 0.7245 -3.2581 0.0263 -0.0062 0.0163
C 3.9821 0.7139 -2.3125 -0.0101 0.0190 -0.0293
C 4.0271 -0.2553 -1.3317 0.0072 -0.0072 -0.0079
C 3.0576 -1.2687 -1.3028 -0.0124 0.0064 0.0565
S 2.7780 -2.2792 0.1273 0.0227 0.0254 0.0423
C 2.1136 -1.3301 -2.3447 -0.0630 -0.0092 0.0029
C 2.0447 -0.3172 -3.3017 0.0081 -0.0192 -0.0118
H 4.5069 1.9748 -4.6974 -0.0019 0.0057 0.0030
H 4.7053 1.5206 -2.2936 0.0056 -0.0037 0.0105
H 4.7738 -0.2104 -0.5503 -0.0070 -0.0053 0.0086
H 1.4490 -2.1874 -2.4032 0.0097 -0.0104 -0.0155
H 1.2704 -0.3279 -4.0583 -0.0022 0.0001 0.0065
C -0.8694 -0.0586 4.1606 -0.0024 0.0027 -0.0180
C -0.7855 -0.5193 2.7021 0.0089 -0.0498 -0.0002
N 0.6416 -0.7305 2.3163 -0.0642 -0.0026 0.0618
C 1.4465 0.4148 2.8418 -0.0010 -0.0123 -0.0290
C 1.5382 0.3437 4.3730 -0.0061 -0.0016 0.0023
N 0.3970 -0.5134 4.8354 0.0219 -0.0050 0.0013
C 0.6817 -1.9440 4.4734 -0.0107 0.0052 0.0159
C 1.1161 -1.9640 2.9977 0.0143 -0.0304 -0.0604
H -1.7134 -0.5030 4.6835 -0.0090 0.0125 -0.0025
H -0.9222 1.0260 4.2424 -0.0007 -0.0002 0.0155
H -1.2347 0.2278 2.0546 0.0209 0.0109 0.0239
H -1.3126 -1.4615 2.5662 0.0019 0.0065 -0.0021
H 0.9549 1.3337 2.5328 -0.0053 -0.0071 -0.0129
H 2.4442 0.3752 2.4040 0.0076 0.0075 0.0103
H 1.4322 1.3271 4.8263 0.0046 -0.0002 -0.0008
H 2.4576 -0.1165 4.7308 -0.0009 -0.0027 -0.0019
H 0.2947 -0.4310 5.8463 -0.0022 0.0038 -0.0008
H -0.2300 -2.5102 4.6562 0.0010 0.0025 -0.0019
H 1.4632 -2.3147 5.1333 0.0018 -0.0012 -0.0016
H 0.7047 -2.8391 2.4977 0.0035 -0.0071 0.0082
H 2.1991 -2.0087 2.8969 0.0013 0.0098 0.0093
C -0.8454 -5.2146 -1.1909 0.0000 -0.0143 0.0388
C -0.9528 -4.4691 -2.3649 -0.0018 0.0151 -0.0287
C -1.0099 -3.0901 -2.3219 -0.0005 -0.0043 0.0014
C -0.9743 -2.4341 -1.0868 -0.1343 -0.0752 -0.0171
C -0.9203 -3.1848 0.0849 -0.0006 0.0001 -0.0893
C -0.8365 -4.5743 0.0332 0.0012 -0.0002 -0.0107
N -0.8756 -1.0188 -0.9962 -0.1031 0.0980 -0.0365
C -1.7760 -0.1941 -1.7330 -0.0530 -0.0094 0.0063
C -3.1472 -0.4268 -1.6716 -0.0103 0.0036 -0.0007
C -4.0198 0.4122 -2.3487 0.0011 -0.0188 0.0083
C -3.5350 1.4842 -3.0878 0.0273 0.0075 -0.0084
C -2.1669 1.7106 -3.1548 -0.0419 0.0123 -0.0080
C -1.2883 0.8735 -2.4817 0.0612 -0.0181 0.0149
H -0.7940 -6.2934 -1.2406 0.0006 -0.0007 0.0030
H -0.9856 -4.9762 -3.3200 0.0002 0.0040 -0.0029
H -1.0867 -2.5084 -3.2331 0.0018 0.0041 0.0009
H -1.0299 -2.6722 1.0327 0.0323 -0.0201 0.0024
H -0.7983 -5.1515 0.9478 0.0020 -0.0059 -0.0018
H -3.5249 -1.2676 -1.1021 0.0022 -0.0045 -0.0017
H -5.0841 0.2216 -2.3067 0.0008 -0.0034 0.0007
H -4.2194 2.1246 -3.6275 -0.0002 0.0026 0.0027
H -1.7735 2.5215 -3.7549 0.0096 -0.0012 -0.0021
H -0.2187 1.0395 -2.5724 -0.0176 0.0110 -0.0015

[2]
13
Properties=species:S:1:pos:R:3:forces:R:3 method="wB97M-V/def2-TZVPD" homo_energy_ev="-7.018 / -9.405" largest_force_ev_per_a=4.07 homo_lumo_gap_ev="8.15 / 7.83" spin_multiplicity=3
C -0.6865 -0.5186 0.4034 2.1317 -0.2779 -1.6463
C -0.6191 -1.8755 0.9446 0.1404 -2.4400 0.6572
C 1.4010 2.0276 -0.7547 0.6649 3.9263 -0.3463
N 0.5344 0.0949 0.0233 -1.0859 -1.7349 2.0817
N -1.6119 0.2168 0.0336 -1.0894 2.2937 -0.7050
N 0.3385 1.3115 -0.1498 2.9091 0.2571 -0.5644
H -1.2013 -2.0826 1.9247 0.8975 0.5414 -1.7649
H -0.8565 -2.7163 0.1651 0.1609 1.7275 1.3674
H 0.4611 -1.9340 1.1282 -0.2851 -0.7846 0.4669
H 1.6169 3.0643 -0.1501 -0.4644 -2.5323 -1.6455
H 2.3305 1.4596 -0.8984 -0.3668 -0.0724 0.7616
H 1.1046 2.2440 -1.7960 0.0557 0.5424 0.3254
H -2.4600 -0.0543 0.3490 -3.6686 -1.4462 1.0123

[3]
10
Properties=species:S:1:pos:R:3:forces:R:3 method="wB97M-V/def2-TZVPD" homo_energy_ev="-9.362 / -9.334" largest_force_ev_per_a=3.23 homo_lumo_gap_ev="7.89 / 7.14"
C 0.2860 3.6238 1.4621 0.8471 0.5791 -0.5731
C 0.5207 2.2764 1.2104 -1.0550 0.0246 -0.5014
C 0.1889 0.0603 -0.5068 1.1436 -0.2651 -0.8514
N 0.2924 4.7708 1.4481 -0.3579 0.9835 0.3564
N -1.1388 2.3597 -1.2487 -0.2020 1.0637 0.2507
S -0.6134 1.7144 -0.0249 0.7460 -2.5579 -1.8226
Cl 0.7916 1.3477 2.5929 0.3050 -0.9531 0.6214
H -0.3656 -0.6022 -1.2982 0.6855 1.9605 1.5010
H 0.1323 -0.4185 0.4491 0.3572 -0.8277 0.4012
H 1.3204 0.2014 -0.8115 -2.4694 -0.0075 0.6179

[4]
19
Properties=species:S:1:pos:R:3:forces:R:3 method="wB97M-V/def2-TZVPD" homo_energy_ev=-6.465 largest_force_ev_per_a=1.76 homo_lumo_gap_ev=5.34
C -1.8382 -1.5806 0.4422 0.4158 -0.4481 0.4927
C -0.6996 -0.7808 1.0617 -0.0955 1.3074 -0.7668
C -0.0427 0.3012 -0.0382 0.0187 -0.1029 1.4473
C -0.9249 0.9012 -0.9789 -0.3334 -0.0466 -0.0197
C 0.8481 1.1609 0.9135 1.1256 0.4803 -1.2668
C 1.3543 0.1237 0.0204 -0.0433 -0.1045 -0.7616
C 2.2210 0.3267 -1.1624 0.1463 -0.8060 0.2304
H -1.8481 -1.4656 -0.6302 -0.1192 -0.0971 -0.1876
H -2.7928 -1.2596 0.8529 -0.0640 0.0992 -0.1284
H -1.7190 -2.6373 0.6814 -0.0765 -0.0769 -0.0496
H -1.0394 -0.0867 1.8090 -0.3319 -0.2123 0.5506
H 0.1512 -1.3340 1.4225 -0.2401 -0.3957 0.2482
H -1.2367 0.3785 -1.8769 0.4593 0.4129 -0.3278
H -1.6633 1.5722 -0.5582 -0.4914 -0.4309 0.1580
H 0.7710 1.1472 1.9934 -0.4175 -0.1908 -0.0623
H 1.1401 2.1219 0.4585 -0.0506 0.0811 0.5310
H 2.5323 1.3754 -1.2066 0.0417 0.0654 -0.0163
H 3.1092 -0.3115 -1.1389 0.1389 0.2629 0.0165
H 1.6775 0.0471 -2.0652 -0.0828 0.2026 -0.0878

[5]
13
Properties=species:S:1:pos:R:3:forces:R:3 method="wB97M-V/def2-TZVPD" homo_energy_ev=-8.068 largest_force_ev_per_a=12.12 homo_lumo_gap_ev=8.94
C 1.1972 -0.4203 -1.2938 2.4877 1.2370 2.0195
C 0.4212 -0.0146 -0.0374 0.6178 -1.0136 -3.4545
C -0.0336 -0.6698 1.8191 1.2651 -4.2927 4.8911
C -0.9481 0.2961 0.2207 5.9276 -1.5413 -0.1111
H 2.2825 -0.0613 -1.3917 -1.5390 0.4677 0.4545
H 0.6384 -0.0113 -2.0366 -1.2589 0.6320 -2.9271
H 1.4421 -1.4684 -1.3802 -1.0763 -0.6497 0.1016
H 0.2318 -1.3873 2.6964 -1.1468 1.8440 -1.1482
H -0.9549 1.9274 -0.4357 5.2983 8.3336 -0.0015
H -2.5713 1.3768 -0.1583 2.3676 0.7620 -0.8173
N -1.1559 -0.1883 1.4675 -1.3116 0.4428 0.9642
N -1.5498 1.2931 -0.4683 -9.6195 -7.3710 -0.1507
O 1.0005 -0.6722 0.9983 -2.0120 1.1491 0.1795